# 1
# C8H9NO2Si

One molecule with the formula C8H9NO2Si in a non-equilibrium geometry (ωB97M-V/def2-TZVPD, OMol25).

Geometry (Å):
C: 1.716 -1.977 -0.535
Si: 0.235 -1.423 0.465
O: 0.729 -0.780 1.990
O: 1.941 -1.375 2.572
C: 3.020 -0.890 2.062
N: 4.021 -0.564 1.653
C: -0.768 0.188 -0.123
C: -1.338 0.077 -1.413
C: -2.171 1.122 -1.784
C: -2.108 2.275 -0.959
C: -1.522 2.340 0.274
C: -0.823 1.250 0.769
H: 2.432 -1.063 -0.586
H: 2.245 -2.780 -0.033
H: 1.370 -2.133 -1.621
H: -0.675 -2.455 0.722
H: -0.995 -0.699 -2.118
H: -2.927 1.116 -2.579
H: -2.722 3.123 -1.239
H: -1.395 3.310 0.733
H: -0.267 1.337 1.752

- Multiplicity: 1
- Max |F|: 0.0804 hartree/bohr
- HOMO level: -9.6 eV
- LUMO level: 0.004 hartree



# 2
# C4H7NO

A 2-piece molecular cluster, C4H7NO overall (ωB97M-V/def2-TZVPD, OMol25).

Geometry (Å):
C: 1.074 1.113 0.135
N: 0.348 1.496 -0.839
C: -1.034 1.579 -0.569
O: -1.611 1.002 0.326
H: 0.701 0.996 1.157
H: 2.131 0.912 -0.044
H: -1.580 2.177 -1.314
C: 0.652 -1.569 0.085
C: -0.658 -1.533 0.299
H: 1.364 -1.616 0.906
H: 1.067 -1.553 -0.920
H: -1.371 -1.486 -0.521
H: -1.083 -1.519 1.298

- Multiplicity: 1
- Max |F|: 0.0123 hartree/bohr
- HOMO level: -9.8 eV
- LUMO level: 0.000 hartree



# 3
# C5H8O2

C5H8O2 as an isolated structure (ωB97M-V/def2-TZVPD, OMol25).

Geometry (Å):
O: 0.232 1.209 2.046
C: -0.527 0.619 1.135
C: 0.008 -0.485 0.393
C: -0.779 -0.889 -0.869
C: 0.338 -0.295 -1.696
C: 1.276 -0.153 -0.670
O: 2.428 0.084 -0.412
H: -0.263 1.877 2.542
H: -0.579 1.655 -0.358
H: -1.601 0.800 1.209
H: 0.372 -1.277 1.054
H: -0.936 -1.970 -0.964
H: -1.758 -0.396 -0.969
H: -0.221 1.329 -1.034
H: 0.431 -0.114 -2.762

- Multiplicity: 1
- Max |F|: 0.0065 hartree/bohr
- HOMO level (alpha / beta): -7.5 / -7.5 eV
- LUMO level (alpha / beta): -0.018 / -0.018 hartree



# 4
# C4H12O

A 2-piece molecular cluster, C4H12O overall in a non-equilibrium geometry (ωB97M-V/def2-TZVPD, OMol25).

Geometry (Å):
C: -1.538 -1.038 1.953
C: -1.638 -1.394 0.499
H: -1.283 -1.902 2.564
H: -0.764 -0.312 2.213
H: -2.442 -0.610 2.385
H: -1.178 -0.677 -0.194
H: -2.628 -1.643 0.119
H: -1.104 -2.322 0.275
C: 1.481 0.486 -1.270
C: 1.630 1.759 -0.430
O: 0.335 0.683 -2.044
H: 2.296 0.441 -1.992
H: 1.255 -0.379 -0.609
H: 2.448 1.703 0.296
H: 0.541 0.689 -2.998
H: 0.806 1.877 0.282
H: 1.782 2.638 -1.047

- Multiplicity: 2
- Charge: +1
- Max |F|: 0.0490 hartree/bohr
- ⟨S²⟩: 0.75
- HOMO level (alpha / beta): -14.7 / -14.7 eV
- LUMO level (alpha / beta): -0.151 / -0.384 hartree



# 5
# C15H22GaN2OP

C15H22GaN2OP as an isolated structure in a non-equilibrium geometry (ωB97M-V/def2-TZVPD, OMol25).

Geometry (Å):
C: -1.597 4.512 -1.132
C: -0.599 4.890 -2.160
C: -0.754 4.096 -3.349
C: -1.979 3.345 -3.077
C: -2.548 3.693 -1.768
Ga: -0.286 2.807 -2.148
P: -0.667 2.952 1.792
H: -1.409 5.051 -0.177
H: 0.076 5.713 -2.181
H: -0.110 4.210 -4.178
H: -3.689 3.389 -1.707
H: -2.438 2.897 -3.963
H: -1.838 2.210 2.217
H: -0.845 4.078 2.748
H: 0.199 2.160 2.658
C: -2.007 -4.091 1.351
C: -0.513 -4.202 1.051
N: 0.192 -2.906 0.896
C: 0.941 -2.428 2.075
C: 2.145 -3.301 2.361
C: -0.144 -2.095 -0.161
O: -1.162 -2.292 -0.836
C: 0.765 -0.945 -0.470
C: 2.169 -0.993 -0.397
C: 2.897 0.146 -0.727
C: 2.216 1.261 -1.199
N: 0.868 1.241 -1.378
C: 0.152 0.126 -1.064
H: -2.173 -3.435 2.220
H: -2.356 -5.098 1.606
H: -2.564 -3.740 0.466
H: 0.023 -4.723 1.865
H: -0.365 -4.711 0.083
H: 1.263 -1.395 1.921
H: 0.274 -2.436 2.952
H: 2.743 -3.430 1.459
H: 2.797 -2.880 3.133
H: 1.819 -4.289 2.685
H: 2.672 -1.879 -0.051
H: 3.978 0.208 -0.597
H: 2.781 2.144 -1.548
H: -0.926 0.139 -1.271

- Multiplicity: 1
- Max |F|: 0.1696 hartree/bohr
- HOMO level (alpha / beta): -4.3 / -5.6 eV
- LUMO level (alpha / beta): -0.001 / 0.011 hartree



# 6
# C6H12O

One molecule with the formula C6H12O (ωB97M-V/def2-TZVPD, OMol25).

Geometry (Å):
C: 1.530 0.936 0.473
C: 0.718 -0.315 0.161
C: 1.403 -1.332 -0.748
O: -0.089 -1.041 1.103
C: -0.742 -0.115 0.233
C: -1.323 1.013 1.072
C: -1.585 -0.459 -0.970
H: 2.571 0.817 0.169
H: 1.496 1.256 1.514
H: 1.112 1.748 -0.141
H: 0.820 -1.623 -1.624
H: 1.548 -2.244 -0.160
H: 2.383 -0.993 -1.093
H: -1.421 1.961 0.533
H: -2.322 0.711 1.408
H: -0.716 1.169 1.967
H: -2.579 -0.847 -0.740
H: -1.083 -1.139 -1.659
H: -1.721 0.496 -1.498

- Multiplicity: 1
- Max |F|: 0.0064 hartree/bohr
- HOMO level: -9.7 eV
- LUMO level: 0.035 hartree



# 7
# C11H22N

C11H22N as an isolated structure in a non-equilibrium geometry (ωB97M-V/def2-TZVPD, OMol25).

Geometry (Å):
C: -2.382 2.421 -0.337
C: -1.827 1.349 -0.134
C: 2.781 0.033 -0.350
C: 1.588 1.790 0.563
C: 1.496 -0.514 1.719
C: 0.373 -1.693 -0.730
C: 0.230 0.451 -1.990
C: -3.277 -1.040 0.898
C: -1.188 0.175 0.345
C: 1.540 0.274 0.378
C: 0.442 -0.233 -0.604
N: -2.081 -0.906 -0.014
H: -2.969 3.192 -0.584
H: 2.804 0.508 -1.259
H: 3.718 0.380 0.176
H: 2.962 -1.033 -0.547
H: 0.666 2.036 0.995
H: 1.920 2.347 -0.194
H: 2.252 1.957 1.422
H: 0.650 -0.982 2.022
H: 2.360 -1.133 1.691
H: 1.867 0.182 2.508
H: 0.389 -2.254 0.169
H: -0.314 -1.820 -1.498
H: 1.297 -1.904 -1.210
H: 0.791 0.083 -2.796
H: 0.256 1.485 -2.134
H: -0.705 0.301 -2.389
H: -3.070 -0.465 1.824
H: -4.203 -0.624 0.452
H: -3.426 -2.073 1.225
H: -0.859 0.220 1.361
H: -1.620 -1.794 -0.079
H: -2.462 -0.716 -0.900

- Multiplicity: 1
- Charge: +1
- Max |F|: 0.1092 hartree/bohr
- HOMO level: -13.0 eV
- LUMO level: -0.106 hartree



# 8
# C3H4N2O

One molecule with the formula C3H4N2O (ωB97M-V/def2-TZVPD, OMol25).

Geometry (Å):
N: 1.432 -0.313 1.134
C: 0.517 0.095 0.177
C: -0.894 -0.118 0.187
C: -1.286 0.407 -0.994
O: -0.245 0.917 -1.654
N: 0.906 0.732 -0.902
H: 1.038 -0.858 1.886
H: 2.260 -0.739 0.742
H: -1.486 -0.620 0.937
H: -2.243 0.448 -1.494

- Multiplicity: 1
- Max |F|: 0.0091 hartree/bohr
- HOMO level: -9.2 eV
- LUMO level: 0.035 hartree



# 9
# C3HFHgO2

C3HFHgO2 as an isolated structure in a non-equilibrium geometry (ωB97M-V/def2-TZVPD, OMol25).

Geometry (Å):
C: -1.152 -0.086 0.246
C: -0.358 0.990 0.467
O: 0.937 0.739 0.028
C: 1.137 -0.483 -0.487
O: -0.606 -1.104 -0.324
F: -2.484 0.056 0.071
H: -0.591 1.991 0.805
Hg: 3.116 -2.102 -0.806

- Multiplicity: 3
- Max |F|: 0.0462 hartree/bohr
- ⟨S²⟩: 2.02
- HOMO level (alpha / beta): -6.7 / -8.3 eV
- LUMO level (alpha / beta): -0.003 / -0.123 hartree



# 10
# C3H10NO2

A 2-piece molecular cluster, C3H10NO2 overall in a non-equilibrium geometry (ωB97M-V/def2-TZVPD, OMol25).

Geometry (Å):
O: 1.857 -0.155 -0.201
C: 3.075 0.042 -0.261
O: 3.967 -0.673 -0.862
H: 3.440 0.965 0.223
H: 4.585 -0.205 -1.445
C: -2.283 1.033 0.092
N: -0.982 0.233 0.106
C: -1.274 -1.161 0.556
H: -2.949 0.528 0.788
H: -2.749 0.987 -0.989
H: -2.137 2.054 0.315
H: -0.567 0.030 -0.733
H: -0.232 0.936 0.533
H: -1.757 -1.704 -0.223
H: -0.317 -1.763 0.558
H: -1.677 -1.148 1.545

- Multiplicity: 1
- Charge: +1
- Max |F|: 0.0768 hartree/bohr
- HOMO level: -14.6 eV
- LUMO level: -0.115 hartree